# 1
The following is a quantum chemistry calculation of C10H19N5O5 in the gas phase, from the OMol25 dataset.

Output
* HOMO: -8.7 eV
* SMILES string: [H]/N=C(\N)NCCC[C@H](NC(=O)[C@@H](N)CC(=O)O)C(=O)O
* total charge: 0

Geometry (Å):
H -5.513 -3.203 -1.414
N -4.665 -2.856 -0.988
C -3.706 -2.910 -1.886
N -3.742 -3.223 -3.212
N -2.505 -2.341 -1.449
C -1.637 -1.476 -2.220
C -0.562 -0.865 -1.168
C 0.499 -0.087 -1.889
C 1.834 0.204 -1.179
N 1.761 1.177 -0.021
C 1.380 0.581 1.204
O 1.002 -0.573 1.268
C 1.429 1.475 2.380
N 1.921 2.808 2.038
C 0.295 1.405 3.316
C 0.648 2.146 4.557
O 1.671 2.691 5.016
O -0.458 2.173 5.284
C 2.864 0.709 -2.276
O 2.913 0.428 -3.451
O 3.884 1.266 -1.601
H -4.456 -3.936 -3.182
H -3.049 -3.735 -3.660
H -3.024 -1.882 -0.685
H -2.050 -0.476 -2.494
H -0.899 -1.892 -2.977
H 0.123 -1.764 -0.732
H -1.053 -0.300 -0.280
H 0.201 0.756 -2.512
H 0.798 -0.797 -2.785
H 2.127 -0.791 -0.742
H 2.415 1.959 -0.017
H 2.209 0.911 2.895
H 2.246 3.115 2.909
H 1.256 3.434 1.618
H -0.050 0.360 3.566
H -0.672 1.876 2.843
H -0.136 2.209 6.160
H 4.704 1.424 -2.230


# 2
The following is a quantum chemistry calculation of a molecular structure, C10H19NO6P2PtTe, from the OMol25 dataset.

Output
* HOMO (spin up / spin down): -14.6 / -14.6 eV
* total charge: +2

Geometry (Å):
Pt -0.097 -0.123 0.757
N 2.038 3.517 -1.836
C 0.816 2.979 -1.112
C -0.291 4.026 -1.132
P 1.398 2.510 0.590
O 2.056 3.875 1.053
O 0.177 2.057 1.328
O 2.523 1.545 0.312
P 0.289 1.400 -1.871
O -0.126 1.772 -3.331
O -0.782 0.712 -1.091
O 1.631 0.591 -2.047
H 2.440 4.279 -1.275
H 1.806 3.888 -2.763
H 2.756 2.792 -1.925
H 0.044 4.941 -0.641
H -1.149 3.651 -0.575
H -0.607 4.260 -2.149
H 1.930 4.160 1.970
H -1.000 1.497 -3.649
C 4.328 -0.269 -1.308
Te 2.354 -0.722 -0.746
C 2.142 -2.176 -2.255
H 4.298 0.033 -2.354
H 4.923 -1.175 -1.200
H 4.694 0.513 -0.651
H 2.849 -2.981 -2.055
H 2.363 -1.705 -3.210
H 1.129 -2.573 -2.236
C -1.664 -4.301 1.707
C -0.290 -4.130 1.620
C 0.237 -2.966 1.073
C -0.647 -1.962 0.667
C -2.028 -2.154 0.682
C -2.532 -3.321 1.239
H -2.063 -5.215 2.126
H 0.378 -4.905 1.971
H 1.314 -2.851 1.021
H -2.697 -1.407 0.272
H -3.602 -3.471 1.292


# 3
The following is a quantum chemistry calculation of a molecular structure, C10H19NPbS4, from the OMol25 dataset.

Output
* HOMO (spin up / spin down): -22.6 / -22.5 eV
* total charge: +4

Geometry (Å):
Pb 0.870 -1.048 -3.117
C -0.787 1.065 0.271
C -1.708 0.104 -0.481
S -1.077 -1.537 -0.960
C -0.832 -2.539 0.552
C 0.341 -2.246 1.503
S -0.171 -1.403 2.999
C 1.360 -0.967 3.854
C 1.699 0.530 3.728
S 2.458 0.958 2.134
C 1.786 2.596 1.712
C 1.643 2.587 0.192
S 0.932 0.979 -0.304
H -0.810 0.873 1.346
H -1.140 2.086 0.114
H -2.002 0.533 -1.442
H -2.633 -0.046 0.079
H -0.713 -3.550 0.159
H -1.799 -2.537 1.061
H 1.161 -1.679 1.054
H 0.775 -3.194 1.859
H 2.169 -1.624 3.527
H 1.148 -1.177 4.909
H 2.474 0.743 4.477
H 0.848 1.178 3.938
H 2.481 3.362 2.069
H 0.830 2.729 2.218
H 2.608 2.642 -0.314
H 1.021 3.407 -0.168
C -2.445 -0.437 -6.558
C -1.600 -0.536 -5.399
N -0.926 -0.612 -4.462
H -3.403 -0.922 -6.354
H -1.952 -0.936 -7.397
H -2.606 0.617 -6.801


# 4
The following is a quantum chemistry calculation of 2 unconnected molecules or ions with the total composition C10H20, from the OMol25 dataset.

Output
* HOMO: -9.0 eV
* SMILES string: C=C(C)CC.C=C(C)CC
* total charge: 0

Geometry (Å):
C 1.464 1.191 -3.473
C 0.261 0.687 -3.932
C -0.470 -0.353 -3.064
C -0.271 1.152 -5.289
C -1.432 2.171 -5.152
H 1.801 0.955 -2.457
H 2.092 1.856 -4.076
H -0.101 -0.197 -2.036
H -0.315 -1.411 -3.336
H -1.552 -0.139 -3.086
H -0.623 0.284 -5.879
H 0.489 1.684 -5.892
H -1.542 2.614 -6.156
H -1.334 2.986 -4.416
H -2.343 1.594 -4.920
C 1.490 -0.480 5.435
C 0.904 -1.164 4.465
C 1.627 -1.721 3.184
C -0.628 -1.436 4.527
C -1.521 -0.318 3.977
H 2.558 -0.237 5.431
H 0.903 -0.184 6.313
H 1.173 -1.405 2.230
H 1.634 -2.823 3.223
H 2.670 -1.361 3.213
H -0.980 -1.397 5.576
H -0.816 -2.459 4.148
H -1.451 0.589 4.601
H -2.585 -0.584 3.859
H -1.102 -0.094 2.982


# 5
The following is a quantum chemistry calculation of 5 unconnected molecules or ions with the total composition C10H20Br10, from the OMol25 dataset.

Output
* HOMO: -9.9 eV
* SMILES string: BrCCBr.BrCCBr.BrCCBr.BrCCBr.BrCCBr
* total charge: 0

Geometry (Å):
Br -8.586 2.373 -0.926
C -9.382 1.887 0.848
C -9.890 3.191 1.516
Br -10.385 2.795 3.359
H -8.499 1.475 1.338
H -10.211 1.187 0.746
H -10.805 3.566 1.057
H -9.127 3.969 1.487
Br 8.738 5.853 5.126
C 8.941 3.857 5.361
C 9.144 3.208 4.058
Br 9.607 1.307 4.377
H 8.069 3.535 5.929
H 9.862 3.729 5.931
H 9.963 3.596 3.451
H 8.231 3.167 3.464
Br -1.278 1.925 -5.976
C -2.904 0.756 -6.157
C -2.688 -0.545 -5.305
Br -4.205 -1.783 -5.706
H -3.080 0.417 -7.177
H -3.769 1.276 -5.745
H -2.688 -0.347 -4.233
H -1.692 -0.976 -5.399
Br -1.988 -0.200 1.447
C -0.392 1.103 1.739
C 0.713 1.045 0.721
Br 2.047 2.423 1.144
H 0.006 0.930 2.739
H -0.835 2.097 1.671
H 0.291 1.238 -0.264
H 1.122 0.043 0.586
Br 1.208 -6.261 -1.737
C 2.520 -7.664 -1.208
C 3.966 -7.254 -1.631
Br 4.367 -5.411 -1.004
H 2.238 -8.659 -1.551
H 2.445 -7.646 -0.120
H 4.164 -7.305 -2.702
H 4.759 -7.898 -1.253


# 6
The following is a quantum chemistry calculation of 5 unconnected molecules or ions with the total composition C10H20Br10, from the OMol25 dataset.

Output
* HOMO: -10.1 eV
* SMILES string: BrCCBr.BrCCBr.BrCCBr.BrCCBr.BrCCBr
* total charge: 0

Geometry (Å):
Br 0.976 -0.357 5.564
C 2.289 -1.464 6.601
C 2.316 -2.901 5.981
Br 3.249 -4.158 7.203
H 2.061 -1.448 7.666
H 3.268 -1.019 6.424
H 2.809 -2.884 5.009
H 1.370 -3.326 5.644
Br 1.133 -2.826 -5.531
C 2.200 -1.193 -5.925
C 3.323 -1.027 -4.907
Br 4.518 -2.670 -4.787
H 1.584 -0.298 -6.010
H 2.601 -1.365 -6.924
H 2.916 -0.779 -3.927
H 3.885 -0.126 -5.154
Br -5.358 -3.622 -3.180
C -3.950 -2.728 -4.230
C -4.496 -2.846 -5.731
Br -3.518 -1.492 -6.816
H -2.977 -3.179 -4.034
H -3.858 -1.712 -3.849
H -5.543 -2.551 -5.792
H -4.303 -3.757 -6.297
Br 3.163 0.841 1.084
C 1.299 0.696 0.374
C 1.116 1.735 -0.658
Br -0.681 1.427 -1.338
H 0.581 0.902 1.167
H 1.048 -0.305 0.023
H 1.871 1.662 -1.441
H 1.227 2.747 -0.269
Br -2.997 3.290 3.062
C -1.856 4.865 3.505
C -2.207 5.140 4.978
Br -1.140 6.757 5.549
H -1.862 5.710 2.817
H -0.813 4.554 3.433
H -1.990 4.289 5.624
H -3.255 5.420 5.091


The records above yield ΔE to the lowest compared entry with this formula, charge and spin values of 319.4; 5.0; 0.0; 188.1; 157.6; 166.2 kJ/mol, respectively.
The records above yield total energy values of -28364.8464; -53558.5211; -60710.9746; -10692.6312; -711118.6728; -711118.5840 eV, respectively.
The records above yield largest force on an atom values of 4.00; 0.57; 0.12; 2.81; 2.03; 2.05 eV Å⁻¹, respectively.